(1)
Here is an isolated molecule of C25H33N3O7S at a distorted geometry from the Open Molecules 2025 dataset. Energies are from ωB97M-V with the def2-TZVPD basis set.

Summary:
SMILES: CCN(CC)c1ccc(S(=O)(=O)N2CCOCC2)cc1NC(=O)COC(=O)COc1ccccc1C
Energy above the lowest of the compared OMol25 structures with the same formula, charge and spin: 26.02 kJ/mol
HOMO-LUMO gap: 8.91 eV

Last column: Löwdin charge in e.
CARTESIAN COORDINATES (ANGSTROEM)
C1 0.8745 1.5570 2.4924  -0.062
C2 -0.2001 0.4904 2.3024  -0.209
N1 -1.1182 0.8009 1.2119  -0.112
C3 -1.4491 -0.2454 0.3539  -0.162
C4 -2.7581 -0.6926 0.1483  -0.001
C5 -3.0272 -1.7614 -0.6865  -0.058
C6 -1.9924 -2.3936 -1.3461  -0.267
C7 -0.6944 -1.9421 -1.2166  0.003
C8 -0.4186 -0.8732 -0.3812  -0.137
N2 0.8934 -0.3788 -0.2798  0.146
C9 2.0039 -1.1422 -0.1941  -0.439
O1 2.0153 -2.3510 -0.1577  0.091
C10 3.2918 -0.3244 -0.0807  -0.039
H1 3.5304 -0.1825 0.9810  0.150
H2 4.1181 -0.8751 -0.5412  0.142
O2 3.1345 0.9432 -0.7098  0.007
C11 4.2430 1.5370 -1.1586  -0.474
O3 5.3552 1.1175 -0.9962  0.137
C12 3.9200 2.8043 -1.9441  -0.079
O4 2.6043 3.2574 -1.8087  -0.030
C13 2.2173 3.8190 -0.6189  -0.225
C14 3.0162 3.9027 0.5120  -0.020
C15 2.5297 4.5109 1.6593  -0.090
C16 1.2492 5.0270 1.6849  -0.104
C17 0.4501 4.9352 0.5555  -0.050
C18 0.9142 4.3395 -0.6036  -0.206
C19 0.0821 4.2504 -1.8446  -0.036
H3 -0.0914 3.2089 -2.1132  0.086
H4 0.6103 4.7116 -2.6774  0.087
H5 -0.8734 4.7509 -1.7112  0.079
H6 -0.5494 5.3450 0.5718  0.112
H7 0.8728 5.5044 2.5768  0.104
H8 3.1621 4.5759 2.5315  0.108
H9 4.0185 3.5011 0.5152  0.115
H10 4.0382 2.5590 -3.0057  0.153
H11 4.6587 3.5760 -1.6891  0.148
H12 0.9838 0.6255 -0.1983  0.138
H13 0.0909 -2.4122 -1.7847  0.126
S1 -2.3146 -3.8292 -2.3676  0.670
O5 -3.7147 -3.8405 -2.6788  -0.284
O6 -1.3579 -3.8504 -3.4330  -0.276
N3 -2.0281 -5.1704 -1.4356  -0.234
C20 -0.6653 -5.5599 -1.1530  -0.151
H14 -0.6136 -6.6541 -1.1956  0.133
C21 -0.2184 -5.0834 0.2336  -0.174
H15 -0.1013 -3.9913 0.2438  0.102
O7 -1.1408 -5.4780 1.2316  -0.125
C22 -2.4289 -4.9669 0.9746  -0.183
H16 -2.4025 -3.8654 0.9804  0.115
C23 -2.9579 -5.4692 -0.3734  -0.158
H17 -3.0871 -6.5565 -0.3272  0.134
H18 -3.9081 -5.0038 -0.6323  0.116
H19 -3.0618 -5.3180 1.7919  0.128
H20 0.7332 -5.5413 0.5053  0.132
H21 -0.0368 -5.1398 -1.9365  0.118
H22 -4.0344 -2.1168 -0.8341  0.117
H23 -3.5764 -0.2270 0.6725  0.110
C24 -2.1542 1.7551 1.5673  -0.226
C25 -2.6307 2.5303 0.3457  -0.058
H24 -1.7871 3.0364 -0.1129  0.050
H25 -3.0796 1.8707 -0.3917  0.069
H26 -3.3675 3.2717 0.6441  0.080
H27 -3.0021 1.2741 2.0776  0.116
H28 -1.7088 2.4593 2.2721  0.112
H29 0.2703 -0.4746 2.1077  0.118
H30 -0.7707 0.3883 3.2371  0.126
H31 1.5380 1.2621 3.3013  0.082
H32 1.4654 1.6937 1.5908  0.051
H33 0.4363 2.5185 2.7451  0.059

Force components x, y, z for each atom (eV/Å):
C -0.291 -0.265 0.036
C 0.288 0.031 0.258
N 0.116 0.256 -0.049
C 0.013 -0.389 -0.286
C 0.141 -0.015 0.086
C -0.102 -0.053 -0.076
C -0.144 -0.396 -0.425
C 0.064 0.100 -0.005
C -0.270 -0.266 0.051
N -0.367 0.357 -0.095
C 0.371 0.563 0.008
O 0.131 -0.274 0.041
C 0.405 -0.569 0.117
H -0.034 -0.014 -0.133
H -0.240 0.043 0.098
O -0.359 -0.026 -0.029
C 0.158 0.209 -0.042
O -0.041 0.064 -0.054
C 0.218 -0.040 -0.049
O -0.223 0.125 0.109
C -0.171 0.158 0.156
C 0.158 -0.115 -0.249
C -0.077 0.072 0.046
C 0.069 0.062 0.140
C 0.119 -0.063 -0.006
C 0.106 -0.141 -0.168
C 0.068 0.006 -0.005
H -0.073 -0.053 -0.088
H -0.045 0.009 -0.115
H -0.066 0.007 0.004
H -0.117 0.037 -0.041
H -0.032 0.041 0.087
H 0.060 0.000 0.081
H 0.108 -0.015 0.001
H 0.060 0.019 0.191
H -0.102 -0.175 0.013
H 0.059 -0.055 -0.049
H 0.153 0.010 -0.036
S -0.122 -0.267 0.029
O -0.019 0.131 0.322
O 0.288 0.086 0.229
N -0.212 0.745 -0.742
C 0.589 0.026 0.265
H 0.014 0.090 -0.044
C 0.091 0.015 -0.236
H 0.041 -0.136 0.028
O 0.031 -0.224 0.085
C -0.235 -0.003 -0.126
H -0.024 -0.130 0.047
C -0.303 0.086 0.593
H -0.034 0.088 -0.030
H -0.103 -0.152 0.169
H -0.043 0.087 -0.077
H 0.005 0.089 -0.084
H 0.172 -0.156 0.056
H -0.161 0.018 0.022
H -0.065 0.099 0.059
C -0.068 0.132 -0.271
C -0.025 -0.087 0.279
H 0.100 0.073 -0.075
H -0.065 0.003 -0.100
H -0.114 0.091 -0.031
H 0.070 0.016 0.063
H -0.042 -0.079 0.032
H -0.108 0.037 0.057
H 0.012 -0.099 -0.061
H 0.121 0.023 0.126
H 0.091 0.051 -0.120
H 0.009 0.103 0.016

---

(2)
Here is a structure of composition C25H33N4NaO6S at a distorted geometry from the Open Molecules 2025 dataset. Energies are from ωB97M-V with the def2-TZVPD basis set.

Summary:
Energy above the lowest of the compared OMol25 structures with the same formula, charge and spin: 58.83 kJ/mol
HOMO-LUMO gap: 7.54 eV

Last column: Löwdin charge in e.
CARTESIAN COORDINATES (ANGSTROEM)
Na1 -0.3427 -0.3983 -0.5082  0.423
C1 -2.0882 -3.8632 -0.9237  -0.170
C2 -1.3112 -3.8829 -2.2243  -0.179
O1 -0.0017 -3.4540 -1.9317  -0.136
C3 0.8287 -3.2044 -3.0361  -0.171
C4 0.3038 -2.1131 -3.9668  -0.187
O2 -0.2940 -1.1291 -3.1594  -0.150
C5 -0.9851 -0.0994 -3.8463  -0.141
C6 -2.2980 0.1809 -3.1065  -0.152
O3 -2.0830 -0.1094 -1.7504  -0.225
C7 -3.2196 -0.4210 -0.9749  -0.154
C8 -3.4352 -1.9175 -1.0000  -0.171
O4 -2.2890 -2.5416 -0.4415  -0.133
H1 -1.5186 -4.3878 -0.1573  0.115
H2 -3.0527 -4.3689 -1.0506  0.130
H3 -1.7884 -3.2253 -2.9600  0.119
H4 -1.3048 -4.9048 -2.6332  0.137
H5 1.0011 -4.1180 -3.6252  0.132
H6 1.7835 -2.9033 -2.6045  0.113
H7 -0.4375 -2.5091 -4.6753  0.124
H8 1.1371 -1.7119 -4.5587  0.133
H9 -1.2152 -0.4098 -4.8716  0.127
H10 -0.3567 0.7941 -3.8994  0.134
H11 -3.0965 -0.4553 -3.5095  0.129
H12 -2.5900 1.2298 -3.2221  0.134
H13 -4.1032 0.1255 -1.3181  0.145
H14 -3.0096 -0.0734 0.0397  0.133
H15 -3.5790 -2.2503 -2.0346  0.123
H16 -4.3332 -2.1936 -0.4316  0.137
C9 2.2232 7.4420 1.5963  -0.056
C10 1.3199 6.2727 1.3316  -0.278
C11 0.1894 6.0541 2.1094  -0.038
C12 -0.6609 4.9867 1.8530  -0.057
C13 -0.3845 4.1186 0.8085  -0.272
C14 0.7376 4.3255 0.0229  -0.054
C15 1.5786 5.3916 0.2838  -0.041
S1 -1.4490 2.7204 0.4921  0.570
O5 -1.7810 2.7471 -0.9156  -0.322
O6 -2.5546 2.8459 1.4233  -0.331
N1 -0.5630 1.4308 0.7187  -0.164
C16 -0.0755 1.0826 1.9580  -0.384
C17 -0.3712 1.7143 3.1789  -0.017
C18 0.2114 1.2296 4.3295  -0.076
C19 1.0590 0.1271 4.2733  -0.091
C20 1.2751 -0.4419 3.0317  -0.166
N2 0.7427 0.0149 1.9035  0.093
H17 2.2437 7.6893 2.6577  0.076
H18 1.8827 8.3292 1.0580  0.083
H19 3.2452 7.2368 1.2780  0.075
H20 -0.0347 6.7245 2.9307  0.112
H21 -1.5488 4.8286 2.4484  0.108
H22 0.9542 3.6510 -0.7952  0.114
H23 2.4550 5.5441 -0.3352  0.111
H24 -1.0661 2.5371 3.2155  0.085
H25 -0.0039 1.7063 5.2781  0.105
H26 1.5315 -0.2815 5.1550  0.091
H27 1.9242 -1.3066 2.9265  0.094
N3 0.1092 -3.4329 1.6691  0.142
C21 1.4264 -3.3828 1.2541  -0.403
C22 2.3746 -4.2751 1.7779  -0.028
C23 3.6713 -4.1954 1.3242  -0.080
C24 4.0034 -3.2372 0.3700  -0.081
C25 2.9942 -2.4084 -0.0807  -0.151
N4 1.7316 -2.4728 0.3349  0.117
H28 -0.0349 -3.7798 2.6044  0.099
H29 -0.4049 -2.5816 1.4899  0.080
H30 2.0843 -5.0038 2.5228  0.107
H31 4.4227 -4.8683 1.7170  0.105
H32 5.0099 -3.1313 -0.0068  0.096
H33 3.2109 -1.6359 -0.8113  0.108

Force components x, y, z for each atom (eV/Å):
Na 0.778 -0.756 -0.013
C 0.029 -0.034 0.037
C -0.008 -0.062 0.015
O -0.088 -0.031 0.032
C 0.096 -0.062 -0.087
C -0.090 -0.093 0.003
O 0.105 0.194 -0.045
C -0.043 0.004 -0.063
C 0.022 -0.094 -0.044
O -0.217 0.279 -0.063
C -0.141 0.059 0.042
C -0.089 0.030 0.044
O -0.059 0.070 -0.017
H 0.039 0.010 -0.016
H 0.026 -0.003 -0.020
H -0.005 0.012 0.010
H -0.001 0.032 0.009
H -0.016 0.040 0.017
H -0.027 0.032 -0.003
H 0.015 -0.005 0.047
H -0.010 -0.014 0.014
H 0.034 0.052 0.010
H -0.009 -0.002 0.088
H 0.028 -0.028 0.038
H -0.014 -0.024 -0.037
H -0.004 -0.069 -0.036
H -0.012 -0.033 0.024
H -0.004 0.027 -0.013
H 0.035 0.024 -0.005
C 0.073 0.069 0.053
C -0.055 -0.064 -0.017
C -0.043 -0.036 -0.001
C -0.017 0.016 -0.051
C -0.121 -0.013 0.147
C 0.100 -0.093 -0.150
C 0.031 0.046 0.003
S -0.263 0.060 -0.067
O 0.064 0.096 -0.033
O 0.100 0.002 -0.055
N -0.019 0.355 0.310
C -0.078 0.086 -0.330
C 0.102 -0.041 0.229
C -0.012 0.009 -0.006
C 0.049 -0.065 -0.044
C 0.087 0.076 0.081
N -0.245 -0.074 0.044
H -0.007 0.014 0.000
H -0.012 0.000 -0.008
H -0.004 -0.014 -0.016
H 0.013 0.019 0.006
H -0.023 -0.024 0.028
H -0.034 -0.041 0.003
H 0.012 0.001 -0.004
H -0.005 0.007 -0.024
H 0.000 0.000 0.011
H -0.003 0.015 0.022
H 0.013 -0.018 0.017
N -0.050 0.010 0.054
C -0.036 -0.010 0.074
C 0.004 0.047 -0.046
C 0.012 0.023 -0.007
C -0.010 -0.004 0.001
C 0.086 -0.029 -0.008
N -0.102 0.073 -0.106
H 0.006 -0.022 -0.028
H 0.006 -0.022 -0.035
H -0.022 -0.013 0.008
H 0.016 -0.004 -0.012
H 0.023 -0.006 0.009
H 0.000 0.013 -0.023

---

(3)
Here is the ion C25H34BrF3NO2 with charge +1 at a distorted geometry from the Open Molecules 2025 dataset. Energies are from ωB97M-V with the def2-TZVPD basis set.

Summary:
Total charge: +1
SMILES: CCCCCCCCc1c(C(F)(F)F)c(C)c(C[C@H](C)O)c2cc(Br)[n+](C[C@@H]3CO3)cc12
HOMO-LUMO gap: 7.20 eV

Last column: Löwdin charge in e.
CARTESIAN COORDINATES (ANGSTROEM)
C1 1.1730 -2.6054 3.9813  -0.117
C2 0.2721 -3.1538 2.8009  -0.260
C3 0.8417 -4.4348 2.0739  -0.214
C4 -0.3513 -5.3140 1.4550  -0.201
C5 -1.3558 -4.4444 0.5820  -0.203
C6 -0.6058 -3.8138 -0.6890  -0.176
C7 -0.8791 -2.2372 -0.8206  -0.188
C8 0.2754 -1.4640 -1.5904  -0.136
C9 0.6548 -0.0799 -0.9594  -0.033
C10 1.9656 0.2125 -0.3330  0.044
C11 2.9797 -0.9558 -0.3186  -0.456
F1 4.1648 -0.7414 0.3176  0.130
F2 3.2952 -1.2563 -1.6438  0.106
F3 2.4014 -2.0601 0.3019  0.102
C12 2.1724 1.6010 0.1764  -0.074
C13 3.5396 2.0066 0.8068  -0.034
C14 1.1414 2.6695 0.0885  -0.091
C15 1.3881 4.1368 0.5880  -0.076
C16 2.2204 4.9981 -0.5056  -0.359
C17 2.6394 4.1711 -1.7819  -0.055
O1 3.4342 5.5140 0.0916  -0.062
C18 -0.1854 2.3727 -0.5261  -0.055
C19 -1.2719 3.3900 -0.6512  0.019
C20 -2.5253 3.0035 -1.2908  -0.535
Br1 -3.9210 4.3390 -1.4868  0.846
N1 -2.7097 1.6960 -1.7746  -0.097
C21 -3.9921 1.3267 -2.4222  -0.081
C22 -5.1437 1.1946 -1.2128  -0.207
C23 -4.5810 0.4996 0.1595  0.023
O2 -5.5512 -0.1729 -0.8857  -0.152
C24 -1.7310 0.7300 -1.6832  0.084
C25 -0.4081 0.9888 -1.0436  -0.018
H1 0.7233 -2.9425 4.9603  0.075
H2 2.2399 -2.9504 3.9574  0.073
H3 1.1217 -1.4748 4.0005  0.068
H4 -0.7153 -3.4611 3.2683  0.110
H5 0.0435 -2.3785 2.0082  0.082
H6 1.4685 -5.0572 2.7757  0.114
H7 1.5104 -4.1936 1.1919  0.085
H8 -0.8590 -5.8406 2.3082  0.111
H9 0.1381 -6.0382 0.7333  0.114
H10 -1.8550 -3.6261 1.1886  0.095
H11 -2.2099 -5.0986 0.2268  0.110
H12 -1.1071 -4.2934 -1.5844  0.114
H13 0.4846 -4.0716 -0.7242  0.100
H14 -1.8458 -2.1687 -1.4131  0.102
H15 -1.1127 -1.8359 0.2023  0.098
H16 -0.0924 -1.2860 -2.6488  0.131
H17 1.1472 -2.1646 -1.6946  0.105
H18 4.3279 2.1351 0.0027  0.105
H19 3.8702 1.2093 1.5379  0.101
H20 3.5258 2.9663 1.3845  0.078
H21 0.4442 4.7114 0.7699  0.099
H22 1.9913 4.1915 1.5318  0.118
H23 1.6104 5.8787 -0.8665  0.148
H24 3.1506 4.8626 -2.5202  0.101
H25 1.7609 3.7385 -2.3480  0.090
H26 3.3852 3.3632 -1.5253  0.073
H27 4.0834 4.7924 -0.0347  0.083
H28 -1.1911 4.4483 -0.3203  0.107
H29 -3.9336 0.3165 -2.8976  0.140
H30 -4.3781 2.1014 -3.1312  0.109
H31 -5.9062 2.0562 -1.0969  0.138
H32 -3.8931 -0.3754 0.0783  0.109
H33 -5.3063 0.6342 0.9988  0.112
H34 -1.9680 -0.2653 -2.1238  0.127

Force components x, y, z for each atom (eV/Å):
C -0.650 0.412 0.110
C 0.059 -0.633 0.079
C -0.539 -0.249 -0.625
C 0.723 0.728 -0.139
C 0.201 -0.174 0.027
C -1.365 0.115 -0.167
C -0.294 -0.959 -0.085
C -0.274 0.001 -0.193
C 0.791 0.731 0.450
C -3.546 1.651 -0.815
C 0.273 -0.379 -0.183
F -1.530 -0.053 -0.754
F -0.428 0.002 2.035
F 0.975 1.487 -1.204
C -0.990 1.113 -0.104
C 0.164 -0.484 0.225
C -0.427 -1.531 -0.132
C 0.626 0.104 -0.843
C 0.342 -0.514 -0.622
C -0.036 0.558 -0.579
O -0.623 -0.898 -0.478
C 0.779 -0.452 0.262
C -1.728 -2.265 -1.574
C 2.787 0.549 1.334
Br 1.097 -1.190 0.109
N 1.293 -0.216 -0.332
C -2.697 -0.371 1.658
C 1.959 -2.234 1.748
C -3.866 -1.323 -3.236
O 0.496 3.383 -0.660
C 1.508 1.306 0.980
C -0.708 0.467 -0.241
H 0.624 0.265 -0.988
H -0.977 0.394 -0.187
H 0.300 -1.221 0.003
H 0.976 0.455 -0.650
H 0.337 -0.663 1.031
H -0.787 0.557 -0.642
H -0.546 0.108 1.211
H 0.279 0.340 -1.038
H -0.741 0.415 1.027
H 0.722 -0.888 -0.563
H 1.048 0.643 0.381
H 0.931 0.484 0.795
H -0.966 0.359 0.205
H 0.998 0.093 0.725
H 0.517 -0.105 -0.934
H 0.606 -0.048 1.109
H -0.825 1.017 0.213
H -0.830 -0.436 0.898
H -0.227 0.900 -1.004
H -0.330 -0.903 -0.669
H 0.747 -0.925 0.008
H -0.718 -0.217 -0.878
H 0.681 -0.865 0.677
H -0.521 -0.660 0.983
H 0.925 0.283 0.798
H -0.949 0.727 -0.281
H -0.240 0.750 0.220
H 0.048 -1.171 -0.282
H 0.199 1.019 0.407
H 0.866 -0.672 0.520
H 1.265 -1.731 -0.249
H 0.531 1.759 0.870
H 1.580 0.140 -0.226
H 0.103 1.120 0.457

---

Question: Which value of HOMO-LUMO gap does entry 2 give?
Answer: 7.54 eV

---

Question: Among the records above, which one has the highest HOMO-LUMO gap?
Answer: C25H33N3O7S